Entry 1:
This record from the Open Molecules 2025 dataset describes a structure of composition C5H4F3NO2S2. The level of theory is the ωB97M-V functional and the def2-TZVPD basis.

Calculated values
Spin multiplicity: 1
HOMO-LUMO gap (alpha / beta), eV: 6.73 / 6.73
Largest force on an atom, Eh/bohr: 0.0662
LUMO energy (alpha / beta), eV: -1.85 / -1.85
E, eV: -40651.3165

Geometry as XYZ:
```
17
Properties=species:S:1:pos:R:3:lowdin_charge:R:1
C -0.76 2.12 -0.40 -0.712
C 1.69 -0.07 -0.52 -0.451
C -2.38 0.36 0.81 -0.497
C -2.10 -0.30 -0.51 -0.344
C 3.04 -0.50 0.17 -0.552
N 0.52 -0.41 -0.04 -0.233
O 1.75 0.75 -1.39 -0.003
O 0.07 -1.39 0.57 -0.069
F 2.89 -1.22 1.29 0.161
F 3.78 0.58 0.40 0.185
F 3.70 -1.28 -0.67 0.172
S -1.83 2.05 0.79 0.943
S -0.62 0.71 -1.31 1.068
H -3.40 0.41 0.81 0.036
H -1.78 -0.17 1.64 0.126
H -1.60 -1.28 -0.43 0.068
H -2.97 -0.37 -1.21 0.102
```

Entry 2:
This record from the Open Molecules 2025 dataset describes a structure of composition C26H16Br2N4O3Pb. The level of theory is the ωB97M-V functional and the def2-TZVPD basis.

Calculated values
Spin multiplicity: 1
HOMO-LUMO gap, eV: 7.09
Largest force on an atom, Eh/bohr: 0.0135
LUMO energy, eV: -0.84
E, eV: -184659.3316

Geometry as XYZ:
```
52
Properties=species:S:1:pos:R:3:lowdin_charge:R:1
Pb -0.19 0.86 -0.25 1.379
O 5.53 -1.41 -4.12 -0.032
C 5.65 -1.02 -2.95 -0.666
O 6.63 -0.65 -2.26 -0.032
C 4.29 -0.80 -2.23 -0.066
C 3.10 -1.03 -2.89 0.064
C 1.91 -0.67 -2.29 -0.178
N 1.88 -0.08 -1.09 0.024
C 3.03 0.11 -0.42 -0.178
C 4.25 -0.24 -0.97 0.065
C 2.92 0.70 0.96 -0.189
C 4.04 0.93 1.75 0.013
C 3.88 1.45 3.02 -0.036
C 2.61 1.72 3.49 -0.047
C 1.54 1.47 2.65 -0.122
N 1.70 1.00 1.41 -0.021
C 0.59 -0.92 -2.96 -0.189
C 0.51 -1.53 -4.21 0.013
C -0.74 -1.76 -4.77 -0.036
C -1.88 -1.40 -4.07 -0.047
C -1.72 -0.79 -2.84 -0.123
N -0.52 -0.54 -2.32 -0.021
H 3.18 -1.47 -3.87 0.115
H 5.19 -0.08 -0.47 0.115
H 5.03 0.70 1.37 0.117
H 4.75 1.65 3.63 0.117
H 2.44 2.11 4.49 0.111
H 0.52 1.66 2.97 0.116
H 1.40 -1.82 -4.74 0.117
H -0.81 -2.22 -5.74 0.117
H -2.87 -1.58 -4.46 0.111
H -2.58 -0.49 -2.25 0.116
C -3.31 2.70 0.87 -0.041
C -3.38 1.32 1.48 -0.327
C -4.47 0.93 2.29 -0.011
C -4.50 -0.33 2.82 -0.013
C -3.45 -1.24 2.57 -0.190
C -3.38 -2.56 3.07 -0.636
Br -4.76 -3.26 4.18 0.769
C -2.32 -3.36 2.76 -0.171
C -1.28 -2.88 1.94 -0.605
Br 0.16 -4.03 1.55 0.787
C -1.27 -1.60 1.41 -0.410
O -0.29 -1.17 0.65 -0.296
C -2.40 -0.78 1.75 -0.148
N -2.39 0.48 1.23 0.041
H -4.18 3.29 1.15 0.077
H -3.27 2.64 -0.22 0.076
H -2.42 3.23 1.21 0.076
H -5.27 1.63 2.48 0.113
H -5.33 -0.64 3.45 0.084
H -2.27 -4.37 3.15 0.097
```

Entry 3:
This record from the Open Molecules 2025 dataset describes a structure of composition C4H5N3O. The level of theory is the ωB97M-V functional and the def2-TZVPD basis.

Calculated values
Spin multiplicity: 1
HOMO-LUMO gap, eV: 10.44
Largest force on an atom, Eh/bohr: 0.0663
LUMO energy, eV: 0.74
Energy relative to the best compared isomer or geometry (same formula, charge and spin), kcal/mol: 64.7
E, eV: -10744.8089

Geometry as XYZ:
```
13
Properties=species:S:1:pos:R:3:lowdin_charge:R:1
C 2.01 -0.23 0.05 -0.512
C 0.06 -0.74 -0.34 -0.315
C -1.44 -0.84 -0.11 -0.031
C -1.24 0.65 0.25 -0.123
H -1.69 -1.55 0.74 0.137
H -2.05 -1.07 -0.92 0.082
H -1.10 0.64 1.34 0.133
H -1.97 1.40 -0.11 0.125
H 1.79 1.68 -0.54 0.183
N 1.12 -1.33 0.07 0.229
N 0.00 0.64 -0.44 -0.058
N 1.27 0.95 0.03 0.107
O 3.25 -0.20 -0.02 0.042
```

Entry 4:
This record from the Open Molecules 2025 dataset describes a cluster of 6 separate species, C16H28Cl6O9 in total. The level of theory is the ωB97M-V functional and the def2-TZVPD basis.

Calculated values
Spin multiplicity: 2
HOMO-LUMO gap (alpha / beta), eV: 1.23 / 9.76
Expectation value of S²: 0.750
Largest force on an atom, Eh/bohr: 0.0926
LUMO energy (alpha / beta), eV: 2.03 / 1.97
Net charge: -1
E, eV: -110605.6942

Geometry as XYZ:
```
59
Properties=species:S:1:pos:R:3:lowdin_charge:R:1
Cl 1.02 2.22 1.39 0.525
C 0.43 0.96 0.27 -0.697
C 0.70 -0.55 0.61 -0.584
Cl 2.49 -0.67 0.84 0.475
H 0.59 1.18 -0.78 0.007
H -0.65 1.11 0.31 0.033
H 0.35 -1.28 -0.12 0.029
H 0.24 -0.80 1.57 0.051
Cl -1.22 2.26 -2.38 0.559
C -2.14 3.81 -2.31 -0.688
C -3.48 3.77 -1.61 -0.667
Cl -4.48 2.65 -2.61 0.494
H -2.18 4.17 -3.34 0.049
H -1.50 4.58 -1.89 0.040
H -3.92 4.76 -1.66 0.050
H -3.38 3.48 -0.56 0.051
Cl 4.45 5.50 3.52 0.512
C 2.92 4.92 2.82 -0.716
C 1.97 6.11 2.68 -0.722
Cl 2.53 7.20 1.41 0.487
H 2.50 4.02 3.28 0.041
H 3.12 4.62 1.80 0.042
H 1.92 6.74 3.57 0.048
H 1.01 5.65 2.47 0.050
C 1.62 1.24 4.85 -0.186
C 1.77 0.15 5.92 -0.181
O 0.80 -0.74 5.67 0.074
C 0.18 -0.49 4.54 -0.510
O -0.80 -1.14 4.13 0.097
O 0.69 0.67 4.06 -0.012
H 2.50 1.36 4.23 0.121
H 1.24 2.20 5.22 0.121
H 1.52 0.40 6.95 0.132
H 2.73 -0.37 5.90 0.130
C 0.73 -6.38 -1.87 -0.155
C 0.48 -7.04 -0.53 -0.097
O 0.20 -5.86 0.28 0.071
C 0.63 -4.76 -0.30 -0.555
O 0.63 -3.63 0.21 0.110
O 0.95 -5.01 -1.57 0.070
H -0.14 -6.55 -2.51 0.123
H 1.54 -6.83 -2.43 0.124
H 1.39 -7.59 -0.30 0.123
H -0.44 -7.63 -0.42 0.130
C -3.88 -1.44 -3.64 -0.108
C -2.96 -0.39 -3.98 -0.306
O -1.63 -0.78 -4.27 0.035
C -0.74 -1.32 -3.42 -0.605
O -0.95 -1.51 -2.24 0.107
O 0.44 -1.42 -4.00 0.022
C 1.54 -1.65 -3.05 -0.001
H -3.70 -1.82 -2.64 0.080
H -3.70 -2.24 -4.36 0.087
H -4.95 -1.24 -3.58 0.085
H -2.96 0.28 -3.12 0.043
H -3.54 0.25 -4.64 0.121
H 2.50 -1.63 -3.56 0.092
H 1.55 -2.62 -2.55 0.077
H 1.47 -0.91 -2.24 0.077
```

Entry 5:
This record from the Open Molecules 2025 dataset describes a cluster of 11 separate species, C17H56O17S3 in total. The level of theory is the ωB97M-V functional and the def2-TZVPD basis.

Calculated values
Spin multiplicity: 1
HOMO-LUMO gap, eV: 9.64
SMILES: CCOS(C)(=O)=O.CCOS(C)(=O)=O.CCOS(C)(=O)=O.CO.CO.CO.CO.CO.CO.CO.CO
Largest force on an atom, Eh/bohr: 0.0807
LUMO energy, eV: 0.29
Energy relative to the best compared isomer or geometry (same formula, charge and spin), kcal/mol: 76.9
E, eV: -85842.2735

Geometry as XYZ:
```
93
Properties=species:S:1:pos:R:3:lowdin_charge:R:1
C -0.93 -3.08 3.67 -0.058
C -1.64 -1.99 2.91 -0.305
O -2.71 -1.44 3.66 -0.238
S -3.52 -0.10 3.05 0.712
C -4.94 -0.90 2.29 -0.104
O -4.05 0.59 4.27 -0.303
O -2.74 0.60 2.07 -0.293
H -0.15 -2.76 4.36 0.086
H -0.50 -3.77 2.95 0.053
H -1.66 -3.75 4.12 0.088
H -0.93 -1.28 2.49 0.101
H -1.99 -2.43 1.97 0.114
H -4.79 -1.77 1.66 0.066
H -5.22 -0.09 1.62 0.045
H -5.60 -1.16 3.12 0.080
C -7.19 0.42 -1.58 -0.069
C -5.93 -0.15 -1.00 -0.308
O -5.18 -0.54 -2.15 -0.277
S -3.61 -1.12 -1.93 0.715
C -2.81 0.53 -1.50 -0.074
O -3.59 -1.95 -0.75 -0.316
O -3.13 -1.52 -3.29 -0.308
H -7.14 1.40 -2.05 0.086
H -7.90 0.50 -0.76 0.084
H -7.61 -0.18 -2.39 0.086
H -5.52 0.67 -0.42 0.110
H -6.00 -1.07 -0.42 0.108
H -3.04 1.26 -2.27 0.079
H -1.75 0.31 -1.65 0.039
H -3.08 0.76 -0.47 0.044
C 4.54 1.99 -0.66 -0.058
C 4.73 3.23 0.25 -0.285
O 3.55 3.99 0.40 -0.274
S 3.39 5.45 -0.41 0.685
C 4.22 6.66 0.73 -0.088
O 4.21 5.34 -1.62 -0.309
O 1.97 5.67 -0.67 -0.297
H 3.58 1.53 -0.44 0.053
H 5.37 1.28 -0.73 0.085
H 4.42 2.34 -1.68 0.072
H 5.17 2.81 1.16 0.114
H 5.52 3.83 -0.19 0.105
H 3.73 6.85 1.68 0.071
H 4.54 7.54 0.17 0.071
H 5.13 6.09 0.95 0.054
C 0.74 2.93 2.50 -0.085
O -0.20 2.05 1.77 -0.145
H 0.11 3.57 3.11 0.080
H 1.43 2.39 3.15 0.069
H 1.39 3.59 1.92 0.060
H -0.94 1.89 2.36 0.041
C 2.89 -3.01 -1.38 -0.059
O 2.53 -3.30 -2.82 -0.152
H 1.96 -2.98 -0.81 0.036
H 3.53 -3.84 -1.05 0.079
H 3.39 -2.06 -1.55 0.085
H 1.77 -3.88 -2.75 0.025
C 1.92 -4.01 1.99 -0.144
O 3.20 -4.67 1.98 -0.136
H 1.98 -3.26 1.20 0.046
H 1.21 -4.80 1.76 0.080
H 1.69 -3.68 3.00 0.067
H 3.27 -5.39 1.35 0.071
C 0.11 -1.01 -4.75 -0.175
O 0.80 -2.20 -4.92 -0.119
H 0.96 -0.38 -4.48 0.079
H -0.42 -0.59 -5.61 0.087
H -0.52 -1.06 -3.86 0.042
H 1.36 -2.24 -4.14 0.027
C 3.67 -0.52 2.11 -0.154
O 5.02 -0.17 1.93 -0.116
H 3.48 -1.19 1.27 0.065
H 3.44 -1.10 3.01 0.082
H 2.95 0.30 2.07 0.071
H 5.49 -0.73 2.55 0.076
C -1.15 4.11 -1.48 -0.169
O -1.82 3.34 -0.54 -0.129
H -1.32 5.18 -1.55 0.082
H -0.10 3.85 -1.38 0.074
H -1.47 3.66 -2.43 0.071
H -1.18 3.06 0.11 0.036
C -0.60 -3.59 -1.68 -0.157
O -0.17 -4.76 -2.32 -0.097
H -0.38 -3.58 -0.61 0.069
H 0.03 -2.73 -1.91 0.052
H -1.67 -3.53 -1.89 0.076
H -1.00 -5.07 -2.68 0.086
C 0.78 -0.03 -0.74 -0.174
O 0.38 -0.93 0.22 -0.115
H 1.84 0.13 -0.57 0.065
H 0.60 -0.43 -1.74 0.068
H 0.35 0.95 -0.58 0.074
H -0.57 -0.85 0.34 0.060
```

Entry 6:
This record from the Open Molecules 2025 dataset describes the molecule C3H3N3O. The level of theory is the ωB97M-V functional and the def2-TZVPD basis.

Calculated values
Spin multiplicity: 1
HOMO-LUMO gap, eV: 8.82
Largest force on an atom, Eh/bohr: 0.0159
LUMO energy, eV: 0.29
Energy relative to the best compared isomer or geometry (same formula, charge and spin), kcal/mol: 108.5
E, eV: -9672.7488

Geometry as XYZ:
```
10
Properties=species:S:1:pos:R:3:lowdin_charge:R:1
N 2.83 -0.08 0.19 0.184
C 1.64 -0.33 0.10 -0.159
N -0.30 1.73 -0.14 0.151
N -0.58 0.56 0.02 -0.304
O -2.68 0.25 1.03 0.104
C -2.02 0.23 0.03 -0.244
C 0.34 -0.56 0.13 -0.069
H 3.35 -0.02 -0.68 0.090
H -2.42 0.06 -0.98 0.134
H -0.08 -1.56 0.20 0.112
```

- largest force on an atom of number 4 (C16H28Cl6O9)?
  0.0926 Eh/bohr

- Which of these has the highest E?
  C3H3N3O

- Which value of E does entry 6 give?
  -9672.7488 eV

- What is the E in the first record?
  -40651.3165 eV